Entry 1:
75
Properties=species:S:1:pos:R:3:forces:R:3 method="wB97M-V/def2-TZVPD" gap_ev="6.04 / 5.62" relative_energy_kj_mol=0.0 spin_multiplicity=6 lumo_ev="0.35 / -1.97"
C -4.71046 0.45384 -0.99229 -0.2 0.2 0.5
C -3.33514 0.88948 -1.39695 0.2 0.4 -0.4
H -5.35167 1.32760 -0.83100 0.0 -0.2 0.1
H -4.66322 -0.13572 -0.07721 -0.2 0.1 0.0
H -5.21478 -0.15128 -1.76701 0.4 0.2 0.2
C -3.17482 1.93278 -2.23174 0.3 -0.3 0.0
C -4.20691 2.97370 -2.52054 -0.5 0.2 -0.3
H -2.25574 2.08037 -2.80867 -0.2 -0.1 0.7
H -4.79260 3.23619 -1.62807 0.1 -0.1 -0.3
H -4.90782 2.65148 -3.30228 0.0 0.1 0.1
H -3.72689 3.89173 -2.89128 -0.1 -0.3 0.1
Ru 1.99395 -2.84056 -0.34700 0.3 2.4 -1.9
Cl 1.73789 -3.07478 -2.65557 0.1 0.0 -1.7
Cl -0.13882 -0.47508 3.46749 -0.4 0.2 -0.8
C 3.74354 -1.04177 -1.49243 0.0 0.2 0.2
O 3.08650 -0.86814 -0.44335 1.2 0.5 -0.7
N 4.45769 -0.12066 -2.13963 0.2 0.0 0.0
C 4.75488 1.20712 -1.61134 -0.2 0.0 -0.1
C 4.94799 -0.43006 -3.47689 -0.1 -0.1 -0.1
H 3.74781 -2.03983 -1.97323 0.2 0.6 -0.1
H 4.95553 1.15585 -0.53496 -0.2 0.0 -0.3
H 3.93558 1.91241 -1.81117 0.2 -0.2 0.1
H 5.65303 1.56046 -2.13161 -0.2 0.0 0.2
H 4.98597 -1.51281 -3.60638 0.0 0.1 0.0
H 5.94849 -0.01390 -3.60544 0.0 -0.1 0.0
H 4.29204 -0.02005 -4.25861 0.1 0.0 0.2
H -1.87463 1.11523 1.63914 0.0 0.6 0.9
H -0.61184 4.02889 0.11694 0.0 0.1 0.1
C -1.37887 1.99487 2.09763 -0.5 -0.3 -0.5
C -0.05661 3.69492 1.00410 0.2 0.1 -0.1
N -0.25936 2.28561 1.24171 1.1 0.0 0.3
H -1.08243 1.81155 3.13846 -0.1 0.1 -0.4
C 0.67300 1.36732 0.80482 0.0 -0.9 0.4
O 0.63768 0.14515 0.89105 -0.1 1.7 -0.2
H 1.00377 3.90746 0.85080 -0.1 0.1 0.0
H 1.53200 1.86337 0.31468 -0.1 0.1 0.1
H -2.08081 2.83798 2.04473 0.1 -0.3 0.0
H -0.43703 4.25277 1.86895 0.3 0.0 -0.2
O -2.10435 -0.09327 0.49300 -0.2 -0.4 -1.3
C -2.15211 0.04391 -0.87667 0.6 0.7 -2.0
C -0.31883 1.69431 -1.63284 0.4 0.4 -0.3
C -0.87298 0.42226 -1.72424 -0.1 -0.2 0.4
H -0.87988 2.42606 -1.04399 0.8 -0.3 0.0
C 0.83789 2.04366 -2.36528 -0.8 0.1 -0.2
H -2.35435 -0.97798 -1.22504 -0.1 -0.6 0.3
C -0.35695 -0.43522 -2.69375 0.0 -0.3 0.0
H 1.39145 2.96548 -2.12382 -0.6 -0.3 -0.4
C 1.22707 1.23710 -3.44529 0.2 -0.2 0.4
C 0.63463 -0.01888 -3.59656 -0.3 0.1 -0.1
H -0.75009 -1.45051 -2.75475 0.2 0.2 -0.1
H 1.99370 1.57387 -4.16038 -0.3 -0.2 0.5
H 0.93624 -0.67387 -4.42719 -0.2 0.3 0.6
Si -2.13494 -1.28079 2.99056 0.0 -1.6 4.1
Cl 0.54110 -4.34234 0.03233 -3.3 -3.1 0.9
C -3.18467 -0.02479 3.97069 0.0 0.3 -0.4
C -1.57769 -2.64787 4.28736 -0.2 -0.3 -0.1
C -3.43697 -2.24975 1.96463 1.2 0.4 -1.1
H -2.70949 0.95632 4.07445 -0.2 -0.2 0.1
H -3.37795 -0.41494 4.97988 0.2 0.0 -0.3
H -4.15926 0.11280 3.49048 0.1 0.1 0.0
H -3.70800 -1.60840 1.11803 -0.3 -0.6 0.0
H -4.33017 -2.48226 2.57129 0.6 0.3 0.1
H -2.96873 -3.19049 1.62531 -0.4 0.4 -0.1
H -0.50377 -2.87597 4.19615 -0.4 0.2 0.0
H -2.06783 -3.61911 4.22209 -0.4 0.0 -0.1
H -1.73959 -2.28337 5.32022 0.1 0.0 -0.5
C 3.30611 -1.53890 2.68713 -0.1 0.0 0.6
S 2.16994 -2.77860 1.98429 0.7 0.8 2.0
C 3.40440 -3.91367 1.25915 0.1 -0.7 0.8
H 2.78911 -0.57093 2.64763 0.2 -0.3 -0.1
H 4.24269 -1.52411 2.11541 -0.4 0.2 0.1
H 3.50584 -1.79900 3.74431 0.0 0.2 -0.6
H 3.21031 -4.19019 0.16030 0.7 -0.2 0.8
H 4.41034 -3.50943 1.35895 -0.1 -0.1 0.0
H 3.26086 -4.83463 1.83026 0.4 -0.1 -0.4



Entry 2:
120
Properties=species:S:1:pos:R:3:forces:R:3 method="wB97M-V/def2-TZVPD" total_charge=+1 gap_ev=7.55 lumo_ev=-2.07
C 1.17817 2.64568 1.97321 1.5 0.3 -0.6
C 0.34315 1.44858 1.97094 -3.5 1.0 2.7
N 0.61525 0.51345 1.00121 -0.7 -3.0 -2.9
C 1.84401 -0.07203 0.87175 -0.9 -0.9 -3.0
C 1.74004 -0.91016 -0.27776 0.8 0.7 3.2
N 0.40211 -0.99962 -0.56583 -1.6 1.0 -0.7
C -0.28444 -0.06226 0.13363 2.4 -0.2 0.9
C -0.27724 -1.80621 -1.62590 1.0 0.6 -0.8
H 2.19096 2.33926 2.23485 0.1 0.5 0.2
H 0.76876 3.37195 2.67536 0.3 0.0 -0.1
H 1.16295 3.01156 0.94657 0.2 0.5 0.2
H -0.67472 1.80449 1.81159 -0.3 -0.2 -0.2
H 0.25127 0.94824 2.93496 0.4 -0.1 0.3
H 2.61986 0.20357 1.57067 0.2 -0.1 -0.5
H 2.56875 -1.41855 -0.74807 -0.6 -0.5 -0.1
H -1.33460 0.15643 0.00826 0.1 0.1 0.2
H -0.13498 -1.26723 -2.56257 0.4 0.1 -0.2
H -1.36412 -1.88637 -1.60726 0.2 0.1 1.2
H 0.20091 -2.78207 -1.71058 0.0 0.1 0.3
C 5.63873 -1.00005 2.79310 -0.6 0.2 0.6
Br 4.85074 -2.30630 1.55992 0.2 0.4 0.7
Br 4.99272 -1.18080 4.69875 0.7 -0.2 -1.6
Br 5.28894 0.81886 2.12189 0.5 -1.1 0.2
H 6.70901 -1.20493 2.81878 -0.3 0.3 0.0
C -2.14158 5.55795 -0.99419 -0.6 0.8 1.0
C -2.92840 6.71932 -0.68946 1.4 -3.3 -2.0
C -2.95047 7.07697 0.59308 0.0 1.2 2.0
C -2.26700 6.47715 1.67187 0.4 -0.7 -1.3
C -1.49352 5.38354 1.36297 0.3 0.3 -0.1
C -1.43419 4.94633 0.04395 0.1 -1.4 -1.2
O -0.71555 3.77248 -0.16078 0.0 1.2 0.8
O -3.64198 8.20207 0.83657 -0.5 0.9 1.2
H -2.17287 5.09033 -1.96721 0.2 0.1 -0.2
H -3.53924 7.22465 -1.42288 0.1 0.1 0.0
H -2.25174 6.85141 2.68484 -0.3 0.3 0.0
H -0.87901 4.89169 2.10247 -0.1 -0.1 0.1
H -0.76489 3.45797 -1.06645 -0.4 -0.2 -0.4
H -3.37930 8.36500 1.74544 -0.7 1.0 0.3
C -2.42500 -1.69969 1.74056 0.5 0.2 -0.2
C -1.71225 -2.77542 2.16759 1.0 -1.1 1.4
C -1.64593 -4.00112 1.52064 -0.3 0.3 0.1
C -2.50002 -4.21012 0.44082 1.3 1.3 -0.4
C -3.14128 -3.08518 -0.08124 -0.7 1.3 0.2
C -3.09447 -1.79457 0.54012 -0.9 -0.7 0.4
O -3.74607 -0.69365 0.06434 0.3 -1.7 -3.1
O -0.74781 -4.95879 1.97006 -1.0 0.4 -0.2
H -2.30557 -0.79950 2.32519 -0.6 0.2 -0.1
H -1.22809 -2.67829 3.12809 0.5 -0.1 0.0
H -2.41399 -5.10485 -0.15787 -0.3 -0.3 0.0
H -3.72677 -3.19998 -0.98147 -0.1 0.1 -0.1
H -4.09134 -0.04608 0.68323 0.3 0.5 1.5
H -1.20515 -5.77213 1.74443 0.5 -0.6 0.1
C -1.27662 -5.48476 -3.03818 -1.7 0.3 -0.1
C -0.28352 -6.44297 -3.06220 0.7 -0.5 -1.2
C -0.53635 -7.72121 -3.56362 -1.8 -0.4 0.5
C -1.88207 -8.13320 -3.81008 2.7 1.0 -0.4
C -2.82749 -7.15685 -3.76035 -1.2 0.1 -0.1
C -2.58713 -5.81982 -3.40818 1.5 -1.9 0.8
O -3.64984 -5.00553 -3.20052 -0.3 0.9 0.0
O 0.39435 -8.69260 -3.75421 0.5 0.1 -0.1
H -1.10992 -4.48520 -2.66469 0.2 0.1 0.1
H 0.73105 -6.12623 -2.87056 0.2 -0.1 0.3
H -2.02179 -9.11801 -4.23082 -0.3 -0.1 0.3
H -3.83094 -7.47223 -4.00536 -0.4 0.3 0.0
H -4.27036 -5.53333 -2.69261 -0.4 0.2 -0.1
H 1.22183 -8.27678 -4.00715 0.3 -0.1 0.1
C 2.00522 2.30422 -2.90827 -0.7 0.3 0.4
C 3.00678 1.89179 -2.05919 0.4 0.9 0.1
C 3.62878 2.85088 -1.23356 -0.7 -1.5 -0.9
C 3.29585 4.17644 -1.32364 2.0 -0.1 1.8
C 2.33546 4.57020 -2.15750 -2.1 1.1 -1.7
C 1.64280 3.64284 -2.89402 -0.5 -0.5 -0.1
O 0.50788 3.95483 -3.59460 -0.5 0.0 -0.6
O 4.60848 2.38720 -0.39950 0.6 0.4 0.0
H 1.34155 1.63560 -3.43636 0.3 -0.3 -0.3
H 3.37395 0.87659 -2.09009 -0.1 -0.1 0.3
H 3.83429 4.91484 -0.74809 0.1 -0.1 0.2
H 2.06667 5.60761 -2.29144 0.0 0.2 0.3
H 0.21302 4.86280 -3.49329 0.4 0.2 0.2
H 5.20428 1.98603 -1.03643 0.7 -0.4 0.5
C -3.79422 2.24336 1.56863 -1.7 -1.9 2.5
O -3.89211 1.05756 1.89725 1.1 -0.4 1.4
N -3.82113 3.23902 2.45176 0.4 1.4 2.1
N -3.96686 2.51446 0.31348 -0.1 2.2 -4.0
H -3.62268 4.21713 2.29676 0.1 -0.3 -0.9
H -3.75090 3.04388 3.44024 -0.2 -0.6 -0.2
H -3.27575 2.12016 -0.30863 -0.1 -0.1 -0.5
H -4.26680 3.45703 0.10932 0.5 0.1 -0.3
C -2.06061 1.51125 -2.92201 1.0 0.8 1.6
O -1.72772 2.00453 -1.79705 -0.9 -1.1 -2.1
N -1.52385 1.85611 -4.08357 1.9 2.0 -0.2
N -2.93139 0.57462 -3.17426 -2.7 -2.9 0.9
H -1.83992 1.45467 -4.95480 0.3 0.7 0.2
H -1.00378 2.71164 -3.95052 0.6 0.1 -1.2
H -3.44186 0.06468 -2.46753 0.1 0.1 0.2
H -3.04094 0.27803 -4.13350 -0.3 -0.1 0.5
C 2.36283 -3.72142 -3.54226 1.3 -0.3 5.5
O 2.39718 -3.57202 -2.32610 -0.8 1.0 1.9
N 1.52074 -3.20263 -4.31675 -4.0 2.6 -3.5
N 3.24028 -4.48151 -4.04767 4.3 -4.0 -3.3
H 1.49530 -3.57994 -5.25328 -0.8 0.7 0.1
H 0.80120 -2.67091 -3.84812 -0.1 -0.1 -0.8
H 3.25670 -4.68501 -5.03682 0.3 -0.1 0.2
H 3.82512 -5.02856 -3.43220 -0.1 0.3 -0.2
C 3.79610 1.94613 5.03753 -3.4 -2.2 -0.5
O 2.94607 1.32997 4.33161 1.7 1.2 1.0
N 4.06990 1.69605 6.29738 -1.4 -3.4 3.1
N 4.39613 3.00843 4.72158 2.3 4.6 -3.7
H 3.27757 1.14853 6.60157 0.4 -0.3 1.2
H 4.52017 2.31915 6.95243 -0.3 -0.1 -0.3
H 5.05882 3.40557 5.37214 -0.1 0.3 -0.8
H 4.24193 3.30762 3.76931 0.6 0.5 0.2
C 0.58085 -1.31709 5.03764 -2.8 3.4 -0.2
O -0.31347 -0.48451 5.28876 0.9 0.7 0.0
N 1.68231 -1.07655 4.38033 2.2 0.1 -1.5
N 0.32628 -2.53997 5.34062 -0.8 -4.5 1.3
H 2.00639 -0.13388 4.21778 0.1 0.1 0.2
H 2.14215 -1.85147 3.92410 0.2 0.3 0.2
H -0.55518 -2.62670 5.82601 0.3 -0.5 0.0
H 0.99616 -3.29350 5.28118 -0.3 0.1 0.2



Entry 3:
51
Properties=species:S:1:pos:R:3:forces:R:3 method="wB97M-V/def2-TZVPD" gap_ev="6.26 / 6.33" spin_multiplicity=4 lumo_ev="0.12 / 0.16"
Nd 8.04124 8.98160 14.44119 -0.3 0.6 0.0
C 8.82896 13.53100 13.98103 -1.4 -0.2 -1.0
C 8.49051 12.07656 13.73691 0.3 -0.6 0.5
N 9.04488 11.14923 14.52040 -0.3 0.3 0.3
N 9.78033 11.65065 15.61838 0.5 0.4 -0.6
C 9.56356 11.08777 16.74554 -0.2 0.2 0.5
N 10.27103 11.50260 17.87430 -0.7 -0.9 -0.3
S 8.33161 9.85587 17.01722 0.0 -0.3 0.5
C 7.55581 11.64498 12.74945 1.4 -0.4 0.1
C 6.63358 12.45119 12.09603 0.3 0.6 0.3
C 5.49389 11.94338 11.52801 0.3 0.6 -0.5
C 5.27232 10.57117 11.74759 -1.0 -0.3 0.2
C 6.20656 9.77515 12.32879 -0.2 0.1 -0.5
N 7.58401 10.19728 12.36307 0.2 0.8 0.1
H 9.88529 13.67242 14.12572 0.4 -0.1 -0.1
H 8.33013 13.82420 14.89677 -0.1 0.3 0.2
H 8.43059 14.12471 13.13150 0.5 -0.1 0.7
H 10.86921 12.30278 17.78561 0.0 0.1 0.1
H 9.96388 11.16433 18.79062 0.3 0.4 -0.9
H 6.82242 13.52051 12.16415 -0.4 -0.1 -0.1
H 4.80751 12.62178 11.02608 0.0 -0.5 0.1
H 4.29139 10.13534 11.53844 0.2 0.1 0.2
H 5.98388 8.73847 12.46746 0.1 -0.8 0.1
N 9.57686 4.58694 13.14841 0.0 -2.2 1.2
N 10.25911 5.74904 13.31933 0.7 1.8 0.1
C 9.52338 6.83952 13.66532 0.3 1.3 -0.2
O 10.02900 8.04087 13.77951 0.5 -1.8 -0.2
O 8.28629 6.69627 13.83988 -0.8 -0.1 0.2
H 9.79461 3.94119 13.92999 -0.4 0.5 -0.7
H 9.81934 4.12329 12.29278 0.1 0.0 -0.4
H 11.27288 5.79324 13.30385 -0.3 0.2 0.0
C 10.32163 10.39168 11.28638 -0.5 -0.3 -0.2
Si 8.55793 9.91257 10.86048 0.3 0.0 0.1
C 8.33250 8.10494 10.41436 -0.4 -0.6 1.0
C 7.89630 10.94881 9.44654 -0.4 -0.8 0.3
C 8.41530 12.21107 9.18100 -0.3 0.2 0.1
C 7.74632 13.07030 8.31913 -0.7 -0.3 -0.1
C 6.54806 12.65449 7.72912 0.3 0.1 -0.7
C 6.10604 11.35174 7.86786 0.1 -0.7 0.5
C 6.75126 10.50135 8.76384 0.3 0.4 -0.1
H 10.39008 10.71235 12.31780 0.1 -0.2 0.3
H 10.65728 11.23505 10.69645 0.2 0.0 -0.3
H 10.95714 9.51986 11.09412 0.1 0.3 0.2
H 9.10144 7.75504 9.75616 0.6 0.1 -0.7
H 7.37400 7.99714 9.89103 0.2 -0.2 0.2
H 8.38673 7.34338 11.23930 -0.4 0.9 -0.4
H 9.29104 12.53010 9.73519 0.0 0.2 -0.3
H 8.10683 14.04916 8.06033 0.2 0.3 0.2
H 5.99630 13.30966 7.05549 0.3 0.0 0.2
H 5.28069 10.95027 7.29482 -0.2 0.3 0.0
H 6.35273 9.49894 8.94601 0.1 0.4 -0.1